Record 1
Molecular formula: C4H4F2N2
Method: DFT, wB97M-V/def2-TZVPD

Computed properties:
energy = -463.8992 hartree
energy above the lowest of the compared OMol25 structures with the same formula, charge and spin = 422.13 kJ/mol
SMILES = N#C[C@@]1(C(F)F)CN1
LUMO = 0.385 eV
frontier orbital gap = 11.474 eV

```
! RIJCOSX wB97M-V def2-TZVPD def2/J DEFGRID3
* xyz 0 1
C -0.61046 -0.84456 -0.24146
C 0.33707 0.39265 -0.12525
C -0.02052 1.40387 0.87470
C 1.60535 -0.29878 -0.13574
H -0.17456 -1.99797 -0.72454
H 0.76360 1.99910 1.32041
H -0.91137 1.17081 1.79104
H -1.13894 1.53610 -0.74951
N -0.13899 1.79653 -0.61389
N 2.69786 -0.73958 -0.36921
F -1.94183 -0.48480 -0.85509
F -0.76034 -1.07362 1.18962
*
```

=====

Record 2
Molecular formula: C3H7NO2
Method: DFT, wB97M-V/def2-TZVPD

Computed properties:
energy = -323.7392 hartree
energy above the lowest of the compared OMol25 structures with the same formula, charge and spin = 109.77 kJ/mol
SMILES = [H]/N=C(/O)CCO
LUMO = 0.800 eV
frontier orbital gap = 11.262 eV

```
! RIJCOSX wB97M-V def2-TZVPD def2/J DEFGRID3
* xyz 0 1
N 1.34421 1.21508 -0.31755
C 0.95613 0.38722 0.56556
O 1.61504 0.34564 1.74254
C -0.15608 -0.63669 0.53560
C -1.01601 -0.66600 -0.72409
O -1.88741 0.44003 -0.84373
H 2.32217 1.01060 1.67050
H 0.80110 1.15970 -1.17449
H -0.80435 -0.47175 1.40407
H 0.29416 -1.62652 0.68598
H -0.39129 -0.78313 -1.62302
H -1.66337 -1.54592 -0.66853
H -1.41431 1.17174 -1.25286
*
```

=====

Record 3
Molecular formula: C20H27ClN2O2
Method: DFT, wB97M-V/def2-TZVPD

Computed properties:
energy = -1498.5618 hartree
energy above the lowest of the compared OMol25 structures with the same formula, charge and spin = 15.73 kJ/mol
SMILES = O=C(NCc1cccc(Cl)c1)[C@@H]1CCC(=O)N(CC2CCCCC2)C1
LUMO = 0.585 eV
frontier orbital gap = 9.559 eV

```
! RIJCOSX wB97M-V def2-TZVPD def2/J DEFGRID3
* xyz 0 1
O -0.08697 -3.88764 -0.76072
C -0.21398 -2.96442 0.01391
N 0.74813 -2.60300 0.89678
H 0.59547 -1.80237 1.49081
C 2.12388 -3.04706 0.78560
C 2.97413 -1.87534 0.36501
C 3.96418 -1.35536 1.18621
C 4.65944 -0.21845 0.80817
C 4.36401 0.42408 -0.38079
C 3.37424 -0.09904 -1.19864
C 2.68649 -1.24362 -0.83962
H 1.92608 -1.64923 -1.48981
Cl 2.98272 0.69428 -2.68444
H 4.89086 1.31871 -0.67218
H 5.43007 0.17956 1.45058
H 4.19280 -1.83996 2.12373
H 2.13303 -3.83860 0.03126
H 2.46514 -3.45449 1.74127
C -1.43961 -2.06542 0.04274
C -1.49252 -1.28271 -1.28163
N -2.46462 -0.23174 -1.12786
C -3.67273 -0.54903 -0.59975
O -4.50821 0.28306 -0.30703
C -3.91149 -2.04600 -0.48254
C -2.75992 -2.82559 0.17762
H -2.65434 -3.80037 -0.30228
H -2.97754 -2.99285 1.23318
H -4.06425 -2.40954 -1.50186
H -4.84291 -2.19430 0.06307
C -2.09259 1.15301 -1.31839
H -1.47464 1.22795 -2.21748
C -1.36832 1.79955 -0.12235
C 0.10760 1.40148 -0.03179
C 0.80280 2.09819 1.13530
C 0.69089 3.61189 0.99977
C -0.77695 4.01884 0.92847
C -1.47161 3.32299 -0.23810
H -1.00995 3.64080 -1.17628
H -2.52303 3.61444 -0.26455
H -0.85928 5.10120 0.81205
H -1.27470 3.74447 1.86137
H 1.17571 4.10052 1.84735
H 1.20265 3.93195 0.08950
H 1.85336 1.79682 1.16441
H 0.33799 1.78600 2.07432
H 0.61028 1.67782 -0.96191
H 0.21375 0.32366 0.09699
H -1.88513 1.48556 0.79123
H -3.02842 1.69299 -1.48546
H -0.52821 -0.84301 -1.53514
H -1.77184 -1.97147 -2.08760
H -1.35196 -1.33922 0.85754
*
```